Below is C40H60IrN9OP as an isolated structure, with properties calculated with the ωB97M-V functional and the def2-TZVPD basis.

The geometry in XYZ format:
```
112
Properties=species:S:1:pos:R:3:forces:R:3:lowdin_spin:R:1
Ir -0.037300 0.250900 -0.164400 0.278 -1.272 1.951 0.99
P 1.895800 -0.073900 -1.706300 -0.176 -1.298 -1.082 -0.01
O 0.281700 2.822700 -0.793500 0.315 -0.163 0.360 0.03
N -2.856100 -1.256200 2.451300 -1.116 0.089 0.407 0.00
N 1.617000 0.816000 1.900200 -0.721 -0.126 -0.952 0.05
N -0.912000 1.506900 -2.194300 0.440 -0.149 1.069 0.00
N -0.940300 -1.264200 1.500700 0.762 0.675 -0.216 0.03
N -0.707000 -1.690500 -1.327700 0.050 2.989 1.209 0.01
N -2.227800 0.740400 -3.963600 0.109 0.439 0.030 0.00
N -2.237400 -0.969700 1.393300 -0.616 0.369 -0.324 0.00
N -1.983000 -1.752500 3.318600 1.463 0.105 -1.034 0.00
N -2.000000 3.028000 -3.415800 -0.050 -0.225 0.090 0.00
C -3.817100 -4.248900 -0.129900 0.265 0.336 -0.084 -0.02
C -2.988800 2.968900 1.868800 0.124 -0.023 -0.203 0.00
C 1.686700 -1.534400 -4.102500 -0.156 -0.367 -0.727 0.00
C -0.105000 -3.012400 -4.675500 0.520 0.353 -0.074 0.00
C -0.786900 -1.768100 2.708600 -0.240 0.140 0.166 0.00
C -3.866700 -4.067600 3.903200 0.087 0.004 0.212 0.00
C 0.722700 1.170600 3.002300 -0.379 0.051 0.261 0.00
C -3.067200 -2.060400 -0.863400 0.333 -0.102 -0.496 -0.01
C -1.730300 -2.522400 -0.914900 -0.521 -0.603 0.815 -0.01
C -1.407100 -4.522300 4.183000 -0.183 0.125 0.190 0.00
C 3.377100 2.276700 -2.098000 0.085 -0.088 0.054 0.00
C 4.520700 -1.291200 -2.085200 -0.160 0.227 -0.103 0.00
C 1.103000 -2.401300 -5.027100 -0.095 0.332 0.453 0.02
C -0.549400 1.836500 2.556600 0.513 -0.269 0.118 -0.01
C -2.295700 2.184400 0.957300 -0.191 0.053 -0.209 -0.01
C -1.235900 2.643000 3.462700 0.064 -0.059 -0.197 0.00
C -1.739400 1.731000 -3.218600 -0.279 -0.041 -0.396 0.00
C 3.417300 -0.985500 -1.076000 -0.375 0.280 0.716 0.00
C -2.843000 3.618600 -4.424500 -0.063 0.053 -0.450 0.00
C 1.133200 -1.270400 -2.860700 -0.927 -0.169 0.756 0.01
C -2.343300 -2.197100 4.631300 -0.359 -0.713 0.926 0.00
C 2.567600 -0.192800 2.350400 0.128 -0.226 0.014 0.00
C -0.028500 -4.318600 -0.410800 -0.120 -0.036 -0.019 0.00
C -2.604400 -3.714100 4.681200 0.006 0.097 -0.181 0.00
C -1.252500 3.805100 -2.455300 0.255 0.181 0.224 0.00
C 2.673400 1.170000 -2.874500 -0.489 0.386 0.439 0.00
C 1.713700 -2.661400 -6.357900 0.260 -0.260 -0.147 0.00
C -1.087600 1.609800 1.300800 0.687 -0.901 -1.355 -0.07
C 2.934200 -2.265200 -0.400000 -0.066 0.177 0.040 0.00
C 2.342600 2.006200 1.463900 0.129 0.391 -0.103 0.00
C -2.488200 -4.671100 -0.108800 -0.080 -0.094 -0.050 0.00
C -4.939400 -5.158600 0.232700 -0.083 -0.048 0.029 0.00
C 1.723700 1.764500 -3.910200 -0.128 -0.161 0.005 0.00
C -0.680200 -2.779100 -3.456800 -0.114 0.162 0.625 0.01
C -1.449000 -3.850700 -0.503600 0.083 0.419 0.179 -0.01
C -4.074800 -2.934100 -0.505500 0.059 -0.146 -0.103 0.00
C -3.403300 -0.660900 -1.263800 0.007 -0.063 0.103 0.00
C -0.520700 2.708700 -1.700600 -0.508 -0.009 -0.732 0.00
C -0.084600 -1.918000 -2.489900 1.413 -0.113 -1.750 -0.01
C -2.445600 3.209000 3.116800 -0.114 0.077 0.241 0.00
H 2.966100 1.771100 0.605700 0.019 -0.049 -0.039 0.00
H 2.654300 -3.000900 -1.151500 -0.081 -0.058 -0.020 0.00
H -0.478900 -4.201500 4.652800 0.151 0.016 0.060 0.00
H -3.745300 -0.626100 -2.298700 -0.022 0.017 -0.021 0.00
H 3.881700 2.937600 -2.799400 0.079 0.079 -0.009 0.00
H 0.116000 -2.134200 3.144900 0.239 -0.100 0.151 0.00
H -1.633200 -3.225600 -3.214800 -0.039 -0.119 0.028 0.00
H -4.576400 -6.117900 0.587800 -0.023 -0.097 0.046 0.00
H -3.182900 4.593700 -4.075600 -0.052 -0.128 -0.001 0.00
H 2.606900 -1.052500 -4.389500 0.133 0.114 -0.096 0.00
H 0.027800 -5.320600 0.003100 -0.024 -0.091 0.049 0.00
H -2.753500 0.928900 -4.800100 0.007 -0.089 0.022 0.00
H 1.199100 2.623000 -3.502700 0.001 0.133 0.024 0.00
H -3.714000 2.988000 -4.605600 -0.036 0.098 0.021 0.00
H -2.299300 3.763400 -5.363000 -0.071 -0.005 0.045 0.00
H -2.524300 -0.028400 -1.141700 -0.322 0.061 -0.142 0.00
H -0.810000 2.823200 4.440200 0.048 0.039 0.061 0.00
H -1.919700 -0.198800 -3.767500 0.034 -0.079 -0.040 0.00
H 3.719900 -2.693200 0.220400 0.059 -0.021 0.025 0.00
H 3.436700 0.593500 -3.404500 -0.182 -0.181 0.184 0.00
H -3.938400 3.401600 1.592200 -0.077 0.026 -0.028 0.00
H -5.096800 -2.587800 -0.535800 -0.172 0.093 0.078 0.00
H -5.571300 -4.708500 0.996900 -0.037 -0.011 0.081 0.00
H -0.578900 4.515000 -2.938000 0.106 -0.042 0.022 0.00
H 3.294600 -0.397600 1.572400 0.022 0.001 -0.006 0.00
H 2.052800 -1.119500 2.589200 -0.028 -0.062 0.028 0.00
H 0.443000 -4.336200 -1.391800 0.120 0.027 -0.060 0.00
H -1.527900 -1.941600 5.309900 -0.050 0.117 -0.046 0.00
H 0.457700 0.259300 3.549300 0.142 0.052 -0.073 0.00
H -3.783200 -3.777800 2.857400 0.020 0.033 -0.151 0.00
H 0.941500 -2.877900 -7.091700 0.011 0.042 -0.131 0.00
H 3.850100 -0.322100 -0.317500 -0.060 -0.014 -0.042 0.00
H 2.360900 -3.539200 -6.306300 0.068 0.004 -0.097 0.00
H -1.901700 4.366500 -1.778300 -0.015 -0.047 0.034 0.00
H -1.305600 -4.445500 3.101100 0.035 -0.027 -0.153 0.00
H 0.987100 1.046600 -4.263400 -0.031 -0.048 -0.064 0.00
H 4.144800 -1.854500 -2.937300 0.013 -0.030 -0.051 0.00
H 3.111300 0.148100 3.239800 -0.060 0.042 -0.007 0.00
H 5.021400 -0.388200 -2.429500 0.036 -0.022 -0.091 0.00
H 4.125400 1.876400 -1.416100 0.138 0.028 0.050 0.00
H -4.039600 -5.138500 3.941500 -0.053 -0.153 -0.014 0.00
H -2.266900 -5.677400 0.216100 0.056 -0.145 0.018 0.00
H 2.661600 2.861400 -1.524700 -0.038 0.086 0.024 0.00
H -5.571000 -5.327000 -0.638300 -0.062 -0.085 -0.053 0.00
H 2.065600 -2.055100 0.226800 -0.018 -0.166 0.046 0.00
H -2.734900 2.023000 -0.014200 -0.053 -0.130 -0.206 0.00
H -3.244600 -1.649200 4.917000 0.183 0.015 -0.027 0.00
H -4.732000 -3.569700 4.332000 -0.158 0.051 -0.018 0.00
H -0.590000 -3.661400 -5.388400 -0.135 -0.085 -0.058 0.00
H -2.962800 3.839500 3.823600 -0.069 0.042 0.058 0.00
H 1.251600 1.819800 3.713400 0.034 -0.092 -0.013 0.00
H 5.273700 -1.906400 -1.590800 -0.035 -0.008 0.030 0.00
H -4.205600 -0.287300 -0.633600 -0.062 0.123 0.046 0.00
H 0.542300 -3.644000 0.227200 0.080 0.009 -0.013 0.00
H -1.550200 -5.570300 4.430900 0.017 -0.108 -0.055 0.00
H 1.638700 2.781900 1.175900 -0.001 0.029 -0.001 0.00
H 2.990400 2.381300 2.266200 -0.044 -0.033 0.015 0.00
H -2.760300 -3.946000 5.737100 -0.015 0.039 0.021 0.00
H 2.293100 2.103700 -4.771300 0.116 0.080 -0.073 0.00
H 2.311700 -1.822100 -6.703900 0.032 0.040 -0.060 0.00
```
Forces are in eV/Å.

Computed properties:
Net charge: +2
Total energy (Ha): -2573.3592
2S+1: 2
Highest occupied orbital energy (spin up / spin down) (eV): -12.082 / -12.029
LUMO level (spin up / spin down) (eV): -7.27 / -7.00
Gap between HOMO and LUMO (spin up / spin down) (eV): 4.8 / 5.0